# C32H32EuN3O3P

A structure of composition C32H32EuN3O3P (ωB97M-V/def2-TZVPD, the OMol25 dataset).

Properties
HOMO level (spin up / spin down) = -4.980 / -4.972 eV
Spin multiplicity = 8
LUMO energy (spin up / spin down) = -0.19 / -0.18 eV
HOMO-LUMO gap (spin up / spin down) = 4.79 / 4.79 eV
Molecular weight = 689.564 g mol⁻¹
Expectation value of S² = 15.76

Geometry (Å):
Eu -1.4972 -1.1788 0.4002
C -1.2251 4.4018 -2.8232
C 0.2556 4.4859 -2.7121
C 1.0555 5.0632 -3.7788
C 2.3266 5.4829 -3.5199
C 2.8770 5.2953 -2.2046
C 2.1592 4.6109 -1.2903
C 0.9517 3.9354 -1.6195
P 0.1968 2.7262 -0.5392
C -0.3496 1.3372 -1.6648
C -1.7039 1.1843 -1.4887
C -2.4241 0.1241 -2.0136
C -1.7729 -0.8632 -2.8440
C -0.4468 -0.6384 -3.1188
C 0.2662 0.4575 -2.5628
C 1.6438 0.6591 -3.0711
C 1.4381 1.9125 0.4391
C 2.7403 1.9379 0.1087
C 3.7424 1.4277 1.0474
C 3.2988 0.9418 2.3335
C 1.9523 0.7329 2.5748
C 0.9867 1.3659 1.7053
C -0.2885 1.1269 2.1237
H -1.8403 4.4814 -1.8610
H -1.5958 3.4513 -3.1038
H -1.5740 5.1387 -3.5612
H 0.5151 5.3360 -4.7093
H 2.8262 5.8623 -4.3604
H 3.7721 5.8925 -1.9476
H 2.4620 4.4860 -0.2456
H -2.1390 1.9247 -0.7874
H -3.4356 -0.1252 -1.7364
H -2.3287 -1.7082 -3.1227
H 0.0541 -1.3158 -3.7940
H 1.8755 -0.1488 -3.7859
H 2.4244 0.7147 -2.2837
H 1.8504 1.5745 -3.5525
H 3.0029 2.3248 -0.8464
H 4.7651 1.3270 0.6570
H 3.9829 0.5816 3.0895
H 1.6042 0.2117 3.4638
H -1.1357 1.6979 1.5587
H -0.4953 0.8927 3.1164
O -3.8289 -0.0971 1.4262
C -4.4824 -0.9772 2.4548
C -4.1653 -2.4368 2.3303
C -4.9899 -3.2437 3.0947
C -4.6138 -4.5828 3.1866
C -3.4361 -5.0080 2.5966
C -2.7378 -4.1682 1.7320
N -3.1141 -2.9082 1.5636
H -4.1887 0.8232 1.5713
H -5.5354 -0.8395 2.3788
H -4.1799 -0.7101 3.4653
H -5.9332 -2.8493 3.4420
H -5.3181 -5.2924 3.7571
H -2.9913 -5.9825 2.8937
H -1.8091 -4.5300 1.2384
C 3.7704 -3.0241 2.2889
N 2.6195 -3.2346 1.4906
C 2.6541 -4.0396 0.3813
C 1.5113 -4.1968 -0.3858
C 0.4012 -3.2801 -0.1350
O -0.5713 -3.0433 -0.9307
N 0.4635 -2.4573 0.9727
C 1.3687 -2.6019 1.9204
O 1.1676 -2.1559 3.0369
H 3.4146 -2.8864 3.3470
H 4.2956 -2.1170 1.9969
H 4.4801 -3.8795 2.2609
H 3.5625 -4.5317 0.1758
H 1.4129 -4.8775 -1.2203